# 1
13
Properties=species:S:1:pos:R:3 method="wB97M-V/def2-TZVPD" total_charge=0 orbital_gap_ha=0.3399 lumo_energy_ev=0.140
C 0.206 -0.914 0.149
C 2.181 0.719 -0.053
C 0.752 0.476 0.028
O -1.772 0.925 -0.434
F -4.352 -1.036 0.078
S -0.426 1.546 -0.314
H -0.348 -0.974 1.149
H -0.573 -1.100 -0.677
H 1.060 -1.737 0.046
H 2.713 -0.197 0.172
H 2.478 1.600 0.587
H 2.292 0.815 -1.066
H -4.209 -0.124 0.335



# 2
12
Properties=species:S:1:pos:R:3 method="wB97M-V/def2-TZVPD" total_charge=0 orbital_gap_ha=0.3723 lumo_energy_ev=0.932 smiles=FCCCS
F -0.134 -0.475 -2.493
C -0.455 0.101 -1.306
C 0.326 -0.627 -0.217
C -0.075 -0.134 1.255
S 0.105 1.622 1.518
H -0.313 1.273 -1.509
H -1.541 0.011 -1.201
H 0.066 -1.613 -0.313
H 1.344 -0.600 -0.370
H 0.464 -0.636 2.039
H -1.167 -0.541 1.473
H 1.381 1.619 1.124